Record 1
Computed, not measured: C3H4N2O as an isolated structure, with the ωB97M-V functional and the def2-TZVPD basis.

For the HOMO-LUMO gap (spin up / spin down), the calculation gives 8.822 / 8.823 eV.

XYZ file:
```
10
Properties=species:S:1:pos:R:3:lowdin_charge:R:1
N 1.4622 -0.1638 -0.1620 0.1830
C 0.1962 0.1971 -0.3101 -0.2200
C -0.4822 1.2887 0.3399 -0.1736
N -1.3520 0.5290 0.8615 0.1904
C -0.9412 -0.8511 -0.3293 -0.4187
O -0.7355 -1.9864 0.0869 -0.0441
H 1.6961 -1.1333 -0.3411 0.1248
H 2.1405 0.3862 0.3464 0.1243
H -0.2403 2.3284 0.5511 0.1075
H -1.7439 -0.5948 -1.0433 0.1266
```


Record 2
Computed, not measured: C3H4N2O in the gas phase in a non-equilibrium geometry, with the ωB97M-V functional and the def2-TZVPD basis.

The SMILES is [H]/N=C/OCC#N. For the HOMO-LUMO gap, the calculation gives 9.748 eV.

XYZ file:
```
10
Properties=species:S:1:pos:R:3:lowdin_charge:R:1
H 0.6846 0.3960 2.6418 0.0430
N 0.0364 -0.2146 2.1519 0.0947
C 0.1104 0.0635 0.9268 -0.3114
O -0.6972 -0.6504 0.0692 -0.0498
C -0.6509 -0.4761 -1.3352 -0.1715
C 0.3300 0.5976 -1.6127 -0.1269
N 1.0281 1.2483 -0.9350 0.1313
H 0.9187 1.0119 0.4417 0.1317
H -1.6435 -0.1996 -1.7026 0.1291
H -0.3362 -1.4084 -1.8145 0.1297
```


Record 3
Computed, not measured: C3H4N2O in the gas phase in a non-equilibrium geometry, with the ωB97M-V functional and the def2-TZVPD basis.

The SMILES is O=c1[nH]cc[nH]1. For the HOMO-LUMO gap, the calculation gives 9.140 eV.

XYZ file:
```
10
Properties=species:S:1:pos:R:3:lowdin_charge:R:1
O -1.0753 -0.6312 -1.9776 0.0018
C -0.5923 -0.2946 -0.8924 -0.5962
N -1.0629 0.0052 0.3543 0.1204
C 0.0224 0.3239 1.1799 -0.1022
C 1.1545 0.2186 0.4453 -0.0806
N 0.7486 -0.1697 -0.8485 0.0983
H -2.0355 -0.0025 0.6011 0.1526
H -0.1374 0.5938 2.2196 0.1115
H 2.1695 0.3964 0.7791 0.1054
H 0.8084 -0.4401 -1.8607 0.1889
```


One value per record, in order, for ΔE to the lowest compared entry with this formula, charge and spin: 84.6, 87.5, 23.4 kcal per mole.
One value per record, in order, for DFT total energy: -301.35233, -301.34781, -301.44993 a.u..